Entry 1:
DFT (ωB97M-V with the def2-TZVPD basis set) results for a structure of composition C17H41O6Zr.

The HOMO-LUMO gap is 7.7339 eV. For the lowest unoccupied orbital energy, the calculation gives 2.707 eV. As for the energy relative to the best compared isomer or geometry (same formula, charge and spin): 2.3 kcal/mol. As for the electronic energy: -31865.829 eV. As for the HOMO energy: -5.027 eV.

```
! RIJCOSX wB97M-V def2-TZVPD def2/J DEFGRID3
* xyz -1 1
Zr 0.93212 -3.71466 -9.98942
C 0.17897 -2.67615 -14.15241
C 0.40789 -3.98617 -13.40248
C 1.71588 -4.63466 -13.85931
O 0.34265 -3.83344 -12.04370
H 1.02277 -1.98825 -14.04448
H -0.71592 -2.16780 -13.78293
H 0.02389 -2.84684 -15.22493
H -0.41938 -4.65860 -13.71550
H 1.67148 -4.88273 -14.92788
H 1.89533 -5.56033 -13.31474
H 2.54539 -3.94204 -13.70817
C 1.28097 -2.43382 -5.82332
C 2.24603 -2.98446 -6.88580
C 3.12709 -4.07530 -6.29118
O 1.56846 -3.40199 -7.99714
H 0.46948 -1.87518 -6.29509
H 1.79616 -1.75035 -5.13856
H 0.80992 -3.23511 -5.24379
H 2.91182 -2.13015 -7.15685
H 3.82762 -4.44009 -7.03924
H 2.49082 -4.91224 -5.99192
H 3.69881 -3.69362 -5.44047
C -1.71469 -0.79902 -8.26118
C -1.68942 -1.51313 -9.62062
C -1.56925 -0.49158 -10.75609
O -0.71333 -2.45357 -9.67291
H -1.89671 -1.48850 -7.43611
H -2.43350 0.02688 -8.23774
H -0.73085 -0.34523 -8.06910
H -2.67689 -2.00777 -9.74836
H -1.58666 -0.98141 -11.72971
H -0.63791 0.07180 -10.63887
H -2.39718 0.22804 -10.72604
C 4.68947 -5.22698 -11.74999
C 3.75901 -5.60511 -10.61132
C 4.54479 -5.72476 -9.31200
O 2.74412 -4.67851 -10.52095
H 4.91078 -4.15530 -11.68291
H 4.18396 -5.36630 -12.70669
H 5.62697 -5.78991 -11.73778
H 3.33834 -6.60051 -10.86301
H 5.33792 -6.48357 -9.39546
H 3.91071 -6.06032 -8.49553
H 5.03314 -4.77474 -9.07672
C 1.23999 -6.79197 -8.19135
C -0.19763 -6.35732 -8.50753
C -0.89654 -5.81397 -7.25959
O -0.26736 -5.46034 -9.54792
H 1.27048 -7.42979 -7.29602
H 1.84962 -5.91049 -7.98500
H 1.69098 -7.34085 -9.02012
H -0.72835 -7.28273 -8.82456
H -0.96709 -6.57953 -6.47607
H -1.90690 -5.48750 -7.51307
H -0.35291 -4.94657 -6.87343
C 3.05715 -1.07040 -12.51430
C 1.89841 -0.94231 -11.56448
O 2.08558 -1.80657 -10.41404
H 2.91226 -0.42154 -13.37926
H 3.18347 -2.10210 -12.83469
H 3.99176 -0.78035 -12.02003
H 0.96600 -1.21867 -12.03875
H 1.82692 0.08992 -11.21054
H 2.79557 -1.41907 -9.89651
*
```



Entry 2:
DFT (ωB97M-V with the def2-TZVPD basis set) results for a structure of composition C17H42BBeFNO6P2Si.

The HOMO-LUMO gap is 2.9909 eV. For the lowest unoccupied orbital energy, the calculation gives -6.892 eV. As for the electronic energy: -62326.994 eV. As for the HOMO energy: -9.883 eV.

```
! RIJCOSX wB97M-V def2-TZVPD def2/J DEFGRID3
* xyz 1 1
C -0.85264 -5.93187 -0.40438
C -0.66582 -4.54469 -0.99751
O -0.57580 -3.58865 0.08447
P 0.74754 -2.68665 0.15428
O 1.70752 -3.31109 1.04673
C 0.18233 -1.12505 0.89799
C -0.89757 -0.52397 -0.00483
P -1.93498 0.94780 0.67271
C -0.72498 1.40480 2.12471
C -0.94111 0.82057 3.52238
C 0.17142 1.40668 4.40768
F 1.39181 0.86253 4.07496
C -1.05522 2.30262 -0.41485
C 0.40252 2.06931 -0.77313
O 0.97690 3.36082 -0.83274
Si 2.67342 3.42482 -0.74410
C 3.15132 4.12922 0.92765
C 3.19622 4.69559 -2.02552
C 3.53735 1.81476 -1.16269
C -3.38331 0.72201 -0.70162
C -3.07709 -0.01261 -1.92194
C -3.35327 -1.48807 -2.03553
N -2.65293 0.53104 -3.00737
B -3.07890 -0.21826 1.81737
O -2.72755 -1.47538 2.13607
O -4.21140 0.33724 2.30658
O 1.32056 -2.34524 -1.29032
C 2.52958 -3.07497 -1.64366
C 3.79057 -2.40772 -1.11165
H -1.57445 -5.92133 0.39835
H -1.15754 -6.60603 -1.19358
H 0.11119 -6.26528 -0.03416
H 0.21577 -4.57920 -1.62273
H -1.56104 -4.31562 -1.56349
H 1.08284 -0.53101 0.99748
H -0.15976 -1.44666 1.87197
H -0.49902 -0.39775 -1.00920
H -1.60683 -1.34195 -0.10528
H -2.77454 2.04247 1.17922
H -0.90610 2.46666 2.27119
H 0.33453 1.35219 1.89505
H -1.83395 1.18604 4.02012
H -0.79481 -0.25245 3.62370
H -0.05954 1.32856 5.46531
H 0.22215 2.47086 4.17576
H -1.10824 3.21176 0.16847
H -1.62672 2.54512 -1.29924
H 0.95913 1.37975 -0.14429
H 0.44976 1.66158 -1.78315
H 2.34281 4.78535 1.23816
H 4.01406 4.77248 0.81025
H 3.31764 3.39516 1.70861
H 2.59384 5.58781 -1.89080
H 3.00449 4.32542 -3.02519
H 4.24169 4.96061 -1.91842
H 3.26777 1.41696 -2.13353
H 4.60518 2.00606 -1.14065
H 3.36232 1.09095 -0.37068
H -4.25053 0.24835 -0.25220
H -3.72379 1.71943 -0.95139
H -2.41231 -2.02236 -2.08062
H -3.96664 -1.82025 -1.20687
H -3.86445 -1.63660 -2.97897
H -2.53939 1.54110 -2.85980
H -2.50403 -1.60841 3.07110
H -4.21414 0.21177 3.27242
H 2.46653 -4.09508 -1.29468
H 2.57966 -3.13431 -2.72420
H 4.57933 -2.36541 -1.84802
H 4.09630 -2.94406 -0.22556
H 3.52977 -1.40825 -0.77724
Be -3.88544 0.89003 -4.83494
*
```



Entry 3:
DFT (ωB97M-V with the def2-TZVPD basis set) results for a cluster of 5 separate species, C17H43FN2O13P2 in total.

The HOMO-LUMO gap is 9.8248 eV. For the lowest unoccupied orbital energy, the calculation gives 0.648 eV. As for the electronic energy: -69222.042 eV. As for the HOMO energy: -9.177 eV.

```
! RIJCOSX wB97M-V def2-TZVPD def2/J DEFGRID3
* xyz 0 1
O 0.73067 -0.81248 0.46939
C 0.41274 0.33210 0.33009
O 1.24030 1.35944 0.13932
C 0.42515 2.51447 -0.20509
C -0.78861 2.22384 0.66308
F -1.95412 2.67887 0.11574
O -0.83243 0.81116 0.71141
H 0.97353 3.42259 0.03026
H 0.32384 2.37701 -1.28068
H -0.67446 2.71220 1.63484
C 1.82638 -7.30853 4.15848
O 0.64723 -6.62881 4.62746
P 0.66763 -5.03574 4.69244
O -0.61483 -4.43375 5.05977
O 1.27476 -4.61122 3.28745
C 1.42209 -3.19405 3.05049
O 1.93086 -4.67027 5.66410
C 1.83881 -5.14801 6.99939
H 2.69236 -7.21199 4.81274
H 2.04829 -6.98604 3.14415
H 1.53391 -8.35822 4.16734
H 1.30753 -2.95992 1.99621
H 2.42007 -2.86696 3.34293
H 0.67427 -2.67874 3.65167
H 0.83241 -5.52839 7.20103
H 1.88753 -4.31423 7.71130
H 2.64249 -5.82437 7.28460
C -2.12456 -3.83270 -3.10300
O -2.63512 -2.51443 -3.37342
P -3.69409 -1.87747 -2.32574
O -3.92431 -0.44235 -2.57649
O -5.03075 -2.76528 -2.50335
C -5.82256 -2.48752 -3.65727
O -3.11527 -2.34306 -0.92348
C -1.82852 -1.95736 -0.38518
H -1.64646 -4.23289 -3.99704
H -2.98337 -4.46175 -2.87464
H -1.33779 -3.78357 -2.35360
H -6.53187 -3.31268 -3.74185
H -5.36717 -2.30377 -4.62693
H -6.47361 -1.65006 -3.38841
H -1.90538 -1.23602 0.42292
H -1.16282 -1.60208 -1.16846
H -1.48141 -2.90234 0.03059
C -0.91176 -1.07309 -6.81010
O -0.56386 0.06576 -6.07950
C -1.15615 0.21243 -4.81821
C -0.90347 1.62620 -4.28196
C 0.57147 1.98838 -4.08530
N -1.50747 1.64939 -2.91587
H -0.29265 -1.13581 -7.70305
H -1.97303 -1.01256 -7.08045
H -0.73167 -2.00981 -6.26644
H -2.24068 0.14991 -4.96948
H -0.80833 -0.51904 -4.08137
H -1.49642 2.32880 -4.86946
H 0.58007 2.94215 -3.55821
H 1.18195 2.14575 -4.97433
H 0.94219 1.15491 -3.48759
H -2.12170 0.83952 -2.79623
H -2.19194 2.39033 -2.79337
C 0.52704 5.75715 2.45708
O 1.65218 5.09635 1.88975
C 2.53949 5.97322 1.19234
C 3.75115 6.41190 2.05268
C 4.49961 5.18388 2.55671
N 3.35124 7.20814 3.20547
H -0.31187 5.66811 1.76129
H 0.63936 6.82674 2.65044
H 0.30294 5.28299 3.41143
H 2.96885 5.33906 0.41170
H 2.00842 6.81915 0.75515
H 4.39120 7.01946 1.40780
H 5.21590 5.51201 3.31436
H 4.99748 4.61493 1.77794
H 3.80809 4.60247 3.17176
H 2.59514 6.72011 3.68680
H 2.86382 8.06648 2.95365
*
```



Entry 4:
DFT (ωB97M-V with the def2-TZVPD basis set) results for a cluster of 9 separate species, C17H43FO11 in total.

The HOMO-LUMO gap is 9.7058 eV. For the lowest unoccupied orbital energy, the calculation gives 0.073 eV. As for the electronic energy: -43561.998 eV. As for the HOMO energy: -9.633 eV.

```
! RIJCOSX wB97M-V def2-TZVPD def2/J DEFGRID3
* xyz 0 1
O 6.81193 1.29188 4.63750
C 5.85945 1.93380 4.37501
O 4.62228 1.36570 4.19771
C 3.66850 2.33031 3.84767
C 4.50346 3.63499 3.74082
F 4.04284 4.62688 4.58436
O 5.76104 3.26921 4.27029
H 3.27202 2.30117 2.82961
H 2.90400 2.42082 4.61193
H 4.52513 4.12340 2.76818
C -2.75705 -3.07444 0.97022
C -4.17453 -2.92184 1.53621
C -5.11383 -3.04516 0.30929
O -4.29151 -2.88522 -0.81856
C -2.92286 -3.23872 -0.54515
H -2.23694 -3.94121 1.37832
H -2.15641 -2.18670 1.16524
H -4.22214 -1.98104 2.08511
H -4.43930 -3.68720 2.26795
H -5.92125 -2.31389 0.30729
H -5.59266 -4.03041 0.30530
H -2.24727 -2.61919 -1.12795
H -2.90166 -4.28524 -0.86091
C 1.70858 -2.08933 -4.09099
C 0.63583 -1.77303 -3.06267
C 1.22358 -0.54976 -2.35875
O 2.16258 0.02986 -3.26359
C 2.18184 -0.69809 -4.47362
H 1.26213 -2.62108 -4.93338
H 2.52215 -2.68417 -3.66988
H 0.41683 -2.61351 -2.40363
H -0.30213 -1.64440 -3.61629
H 1.72156 -0.98384 -1.48291
H 0.57105 0.21526 -1.95144
H 3.15470 -0.62335 -4.95991
H 1.48324 -0.31971 -5.24059
C -3.60883 0.59184 -1.30249
O -3.99039 1.38783 -2.42609
H -2.63322 0.93357 -0.94001
H -4.36117 0.77741 -0.53184
H -3.56765 -0.47437 -1.54534
H -3.18768 1.67132 -2.89884
C -2.73827 0.86503 2.98709
O -1.84480 -0.23939 3.13269
H -3.23189 0.91736 2.01177
H -3.51059 0.89767 3.75208
H -2.12841 1.78025 2.93456
H -1.73697 -0.37766 4.07700
C 0.68550 1.10273 1.08084
O 0.42280 -0.25391 1.33573
H 0.54538 1.81300 1.90263
H 1.64283 1.20119 0.56965
H -0.01946 1.50613 0.33120
H -0.44157 -0.32538 1.77357
C -0.81964 1.87023 -3.04095
O -1.77341 2.63211 -3.82389
H 0.19959 1.96997 -3.41372
H -0.90961 2.20338 -2.01130
H -1.11895 0.82611 -3.15584
H -1.49412 2.49931 -4.73620
C 1.01628 -3.32085 2.77763
O 2.13475 -2.49512 2.48193
H 0.39151 -2.90093 3.57524
H 0.42534 -3.44492 1.86533
H 1.44149 -4.24917 3.15492
H 1.86937 -1.60176 2.23715
C 2.51311 3.58804 -1.97449
O 3.18861 3.85523 -3.20256
H 3.20876 3.84371 -1.17189
H 1.70758 4.32525 -1.97410
H 2.03473 2.61292 -1.87178
H 3.95377 3.27915 -3.28744
*
```



Entry 5:
DFT (ωB97M-V with the def2-TZVPD basis set) results for a structure of composition C17H43IrS4SbSi3.

The HOMO-LUMO gap (alpha / beta) is 7.9641 / 5.5970 eV. For the lowest unoccupied orbital energy (alpha / beta), the calculation gives -7.553 / -11.446 eV. As for the energy relative to the best compared isomer or geometry (same formula, charge and spin): 0.0 kcal/mol. Its expectation value of S² is 6.02. As for the electronic energy: -94653.073 eV. As for the HOMO energy (alpha / beta): -15.517 / -17.044 eV.

```
! RIJCOSX wB97M-V def2-TZVPD def2/J DEFGRID3
* xyz 3 5
Ir 0.43616 0.08647 -0.02166
C -0.72552 -2.59915 -1.51542
C -0.99093 -1.69170 -2.70918
S -0.15698 -0.05498 -2.61622
C -1.53794 1.13634 -2.67451
C -2.33787 1.29084 -1.39465
S -1.32759 1.90656 0.00738
C -2.31644 1.26351 1.41206
C -1.49654 1.07834 2.67521
S -0.14053 -0.13955 2.57669
C -1.01461 -1.75725 2.62981
C -0.75992 -2.64764 1.42091
S -1.39591 -1.77175 -0.04066
H 0.33826 -2.77434 -1.35986
H -1.23943 -3.55058 -1.65207
H -2.05822 -1.50359 -2.82973
H -0.62578 -2.16694 -3.61809
H -2.19733 0.82055 -3.48336
H -1.07937 2.07790 -2.97872
H -2.79046 0.34895 -1.09155
H -3.13075 2.02168 -1.55991
H -2.77688 0.32969 1.09500
H -3.10400 1.99284 1.60646
H -2.14667 0.76491 3.49241
H -1.01490 2.00779 2.98089
H -2.07829 -1.54530 2.74280
H -0.67339 -2.25799 3.53446
H -1.30581 -3.58425 1.53437
H 0.29898 -2.85679 1.27115
C 6.12449 -1.34740 -1.74198
Si 4.29993 -1.55997 -2.04555
C 3.56701 -0.68850 -3.52410
C 3.63004 -3.26051 -1.64372
Sb 2.99445 0.00830 0.00826
Si 3.86496 2.63317 -0.35948
C 5.68102 2.39100 -0.73088
C 2.77880 3.14375 -1.79494
C 3.46413 3.43872 1.27825
Si 4.10548 -1.07519 2.47216
C 5.88714 -1.33298 1.99374
C 3.64213 0.30525 3.63363
C 3.07601 -2.62822 2.63709
H 6.66558 -1.90515 -2.51432
H 6.43463 -1.74834 -0.77781
H 6.44449 -0.30791 -1.81122
H 3.86530 -1.21439 -4.43687
H 3.93553 0.33535 -3.60578
H 2.47863 -0.66596 -3.49114
H 4.05729 -3.98646 -2.34318
H 2.54599 -3.31258 -1.74252
H 3.90942 -3.57836 -0.63867
H 5.83778 1.97396 -1.72657
H 6.17495 1.75275 0.00243
H 6.18574 3.36170 -0.70718
H 2.93935 2.52108 -2.67617
H 3.00536 4.17610 -2.07684
H 1.72278 3.09827 -1.52250
H 4.10068 3.06457 2.08031
H 2.42028 3.29568 1.56002
H 3.64178 4.51563 1.20246
H 6.33667 -0.45230 1.53414
H 5.99354 -2.18450 1.32113
H 6.46626 -1.56004 2.89549
H 4.24864 1.19637 3.47155
H 3.81479 -0.02434 4.66373
H 2.58760 0.56732 3.54318
H 3.07034 -3.22684 1.72556
H 2.04937 -2.38228 2.91311
H 3.49310 -3.25042 3.43552
*
```



Entry 6:
DFT (ωB97M-V with the def2-TZVPD basis set) results for a cluster of 6 separate species, C17H44B2N5O9P in total.

The HOMO-LUMO gap is 8.5276 eV. For the lowest unoccupied orbital energy, the calculation gives -0.295 eV. As for the electronic energy: -54864.936 eV. As for the HOMO energy: -8.823 eV.

```
! RIJCOSX wB97M-V def2-TZVPD def2/J DEFGRID3
* xyz 0 1
C -2.38483 -3.01301 -3.76278
C -2.98586 -1.60836 -3.98321
B -4.06584 -1.18371 -2.93858
O -5.01773 -2.09480 -2.47978
B -4.18988 0.38220 -2.33608
P -2.85344 1.16963 -1.23272
O -1.79612 1.74970 -2.09275
O -3.54728 2.26823 -0.26973
O -2.34887 0.06736 -0.19893
H -2.38487 -3.30081 -2.70684
H -1.35114 -3.03423 -4.10077
H -2.95362 -3.77216 -4.29742
H -2.19856 -0.86049 -4.08160
H -3.50252 -1.60940 -4.95362
H -4.68460 -2.79712 -1.91288
H -5.08887 1.10747 -2.63386
H -3.68174 3.07634 -0.78683
H -1.43607 0.24990 0.08581
C -0.45120 3.77475 0.36650
N -0.13907 5.18719 0.51521
C 1.24110 5.62083 0.41879
C -1.08159 6.11821 0.74243
O -0.86041 7.30817 0.87571
H 0.05298 3.18378 1.12977
H -0.14842 3.42261 -0.62121
H -1.52240 3.62244 0.47194
H 1.56054 6.10973 1.34047
H 1.36822 6.33660 -0.39442
H 1.86744 4.75062 0.23332
H -2.09891 5.69397 0.80125
C -2.67759 -2.10866 4.24731
N -1.72282 -2.51970 3.24191
C -0.86591 -3.67323 3.48490
C -1.59910 -1.87007 2.06978
O -0.77492 -2.15518 1.21607
H -2.17329 -1.84501 5.17962
H -3.39443 -2.90522 4.45798
H -3.22290 -1.23612 3.89105
H 0.18722 -3.40809 3.40759
H -1.05947 -4.44624 2.74028
H -1.07357 -4.06632 4.47736
H -2.29780 -1.02694 1.95597
C 5.11587 -2.00427 2.45927
N 3.95549 -2.86520 2.42251
C 3.37624 -3.23857 1.13883
C 3.37146 -3.33561 3.53908
O 2.39384 -4.06089 3.54088
H 4.90191 -1.03933 1.99320
H 5.95880 -2.45995 1.93627
H 5.40711 -1.83409 3.49516
H 2.33911 -2.90700 1.07134
H 3.39053 -4.32110 1.01422
H 3.95762 -2.77506 0.34515
H 3.85575 -2.99054 4.46876
C 2.33161 -0.19373 4.48932
N 1.64229 0.78469 3.67736
C 2.13004 2.15228 3.62879
C 0.55175 0.46652 2.95642
O -0.07436 1.27475 2.29018
H 2.35315 0.11287 5.53701
H 3.36003 -0.32157 4.14312
H 1.81878 -1.15198 4.41633
H 1.36591 2.84802 3.97651
H 2.39517 2.42983 2.60772
H 3.00908 2.23569 4.26395
H 0.27810 -0.59510 3.02678
C 1.83903 1.23924 -6.56497
N 0.69029 0.44240 -6.19757
C -0.46496 1.09504 -5.60056
C 0.65682 -0.89216 -6.38436
O -0.28943 -1.60340 -6.10670
H 2.25854 1.74680 -5.69369
H 1.57118 1.99331 -7.30811
H 2.60512 0.59294 -6.99060
H -0.65828 0.70896 -4.59992
H -1.35617 0.92886 -6.20672
H -0.26846 2.16231 -5.53123
H 1.58920 -1.28979 -6.82074
*
```